[1]
Entry from OMol25: C6H14CuN2S4Sb as an isolated structure (ωB97M-V/def2-TZVPD).

Results
lowest unoccupied orbital energy: -0.7633 eV
Kohn-Sham gap: 6.3 eV

Positions of all 28 atoms, in Å:
Cu  -1.005  -0.849  -0.540
C  0.431  1.532  -1.245
C  1.554  0.640  -0.705
N  1.099  -0.753  -0.587
C  1.673  -1.500  0.534
C  1.305  -0.914  1.898
S  -0.437  -0.430  2.103
C  -0.377  1.376  1.853
C  -1.179  1.876  0.654
N  -0.860  1.225  -0.617
H  0.312  1.348  -2.314
H  0.711  2.585  -1.120
H  1.861  0.984  0.279
H  2.432  0.731  -1.350
H  1.287  -1.265  -1.444
H  2.767  -1.551  0.470
H  1.281  -2.515  0.455
H  1.925  -0.056  2.159
H  1.502  -1.671  2.656
H  0.664  1.689  1.803
H  -0.796  1.839  2.746
H  -1.049  2.964  0.585
H  -2.237  1.678  0.835
H  -1.607  1.432  -1.271
S  -3.380  -3.139  -4.094
Sb  -3.558  -3.321  -1.874
S  -3.100  -1.002  -0.928
S  -1.219  -2.933  -0.940

Cartesian forces (eV/Å) of the 6 atoms listed first:
0.2 0.1 0.1
0.1 0.1 0.0
0.0 0.0 0.0
0.2 0.1 -0.1
0.0 -0.1 0.0
0.0 0.0 0.0

Charges obtained by natural (NBO) population analysis, quoted in units of e:
1 Cu 0.9209
2 C -0.2380
3 C -0.2398
4 N -0.6886
5 C -0.2399
6 C -0.5446
7 S 0.2165
8 C -0.5416
9 C -0.2382
10 N -0.6848
11 H 0.2184
12 H 0.1943
13 H 0.1938
14 H 0.2085
15 H 0.4105
16 H 0.1894
17 H 0.2369
18 H 0.2140
19 H 0.2480
20 H 0.2113
21 H 0.2402
22 H 0.1899
23 H 0.2285
24 H 0.4177
25 S -0.8097
26 Sb 0.9683
27 S -0.6361
28 S -0.6459

***

[2]
Entry from OMol25: one molecule with the formula C3H3FN2O (ωB97M-V/def2-TZVPD).

Results
energy relative to the best compared isomer or geometry (same formula, charge and spin): 55.55 kcal/mol
lowest unoccupied orbital energy: 0.7422 eV
Kohn-Sham gap: 10.9 eV

Positions of all 10 atoms, in Å:
C  -1.453  0.207  -0.014
C  0.003  -0.101  -0.034
O  0.357  -1.382  0.021
N  1.716  -1.490  -0.009
N  2.214  -0.317  -0.022
C  1.167  0.555  -0.022
F  1.442  1.861  0.017
H  -1.706  0.412  1.026
H  -1.818  0.952  -0.740
H  -1.922  -0.697  -0.223

Cartesian forces (eV/Å) of the 6 atoms listed first:
0.8 0.9 0.5
-0.4 0.5 0.0
-0.5 -1.0 -0.4
0.9 0.6 0.2
-1.0 -0.7 0.0
1.4 1.2 0.0

Charges obtained by natural (NBO) population analysis, quoted in units of e:
1 C -0.6579
2 C 0.2106
3 O -0.2613
4 N 0.0984
5 N -0.2253
6 C 0.3997
7 F -0.2906
8 H 0.2407
9 H 0.2465
10 H 0.2394

***

[3]
Entry from OMol25: a 2-piece molecular cluster, C9H8ClFN2O overall (ωB97M-V/def2-TZVPD).

Results
energy relative to the best compared isomer or geometry (same formula, charge and spin): 50.35 kcal/mol
lowest unoccupied orbital energy (spin up / spin down): -0.7216 / -1.0113 eV
Kohn-Sham gap (spin up / spin down): 8.1 / 7.4 eV

Positions of all 22 atoms, in Å:
C  1.669  -2.959  -0.324
C  2.600  -1.891  -0.356
C  0.311  -2.530  -0.347
C  2.256  -0.548  -0.417
C  0.096  -1.174  -0.247
C  -3.281  -0.994  -0.022
C  0.870  -0.094  -0.336
C  0.165  2.221  -0.618
C  -0.669  3.262  1.245
N  0.401  1.161  -0.003
N  -2.182  -0.965  -0.589
O  -0.314  3.318  -0.094
F  -3.410  -0.990  1.323
Cl  -4.807  -0.983  -0.802
H  1.855  -4.041  -0.440
H  3.625  -2.168  -0.529
H  -0.458  -3.243  -0.145
H  2.972  0.311  -0.350
H  0.446  2.537  -1.654
H  0.263  3.238  1.819
H  -1.220  2.268  1.462
H  -1.187  4.263  1.424

Cartesian forces (eV/Å) of the 6 atoms listed first:
-1.5 1.7 -0.7
0.1 -0.8 -1.0
1.4 0.1 1.3
-0.9 1.6 0.8
-3.9 -2.4 -0.5
2.9 0.2 0.7

Charges obtained by natural (NBO) population analysis, quoted in units of e:
1 C -0.2075
2 C -0.2151
3 C -0.2962
4 C -0.2101
5 C 0.4067
6 C 0.4662
7 C 0.0145
8 C 0.4828
9 C -0.2856
10 N -0.5190
11 N -0.5484
12 O -0.4700
13 F -0.3460
14 Cl 0.0000
15 H 0.2377
16 H 0.2244
17 H 0.2591
18 H 0.2372
19 H 0.1585
20 H 0.1860
21 H 0.2185
22 H 0.2064

***

[4]
Entry from OMol25: a 2-piece molecular cluster, C3H3N4 overall (ωB97M-V/def2-TZVPD).

Results
energy relative to the best compared isomer or geometry (same formula, charge and spin): 56.16 kcal/mol
lowest unoccupied orbital energy: 4.0205 eV
Kohn-Sham gap: 8.9 eV
total charge: -1

Positions of all 10 atoms, in Å:
C  -0.907  -0.102  -0.098
C  2.088  0.291  0.237
C  0.933  0.692  0.696
N  -2.053  0.555  -0.126
N  -0.937  -1.331  -0.580
N  -2.863  -0.344  -0.678
N  -2.209  -1.451  -0.943
H  3.035  0.711  0.583
H  2.170  -0.497  -0.494
H  0.743  1.476  1.405

Cartesian forces (eV/Å) of the 6 atoms listed first:
4.2 1.5 1.8
0.6 -0.2 -0.1
-4.3 -1.4 -1.8
0.8 0.2 0.3
0.5 0.5 0.3
-0.7 -0.4 -0.3

Charges obtained by natural (NBO) population analysis, quoted in units of e:
1 C 0.3277
2 C -0.4951
3 C -0.1578
4 N -0.4395
5 N -0.4410
6 N -0.1773
7 N -0.1760
8 H 0.1768
9 H 0.2080
10 H 0.1741

***

Calculated maximum force, 0.0080, 0.0384, 0.0891, 0.0945 hartree/bohr (same order as the records).